Record 1
{
  "formula": "C2H9N3",
  "method": "the ωB97M-V functional and the def2-TZVPD basis",
  "symbols": ["H", "N", "C", "N", "H", "H", "H", "C", "N", "H", "H", "H", "H", "H"],
  "xyz": [[0.196112, 2.796016, 0.693627], [0.223656, 1.796782, 0.517162], [1.337691, 1.489916, -0.023496], [1.672230, 0.198391, -0.306451], [2.131819, 2.202904, -0.257277], [0.893599, -0.452536, -0.364683], [2.407915, 0.072873, -0.980416], [-1.891743, -2.193748, 0.077912], [-1.059864, -1.032783, -0.235276], [-2.862388, -1.942005, 0.517001], [-1.363368, -2.817225, 0.798852], [-2.074217, -2.773936, -0.821821], [-1.460980, -0.522118, -1.016756], [-1.048119, -0.365347, 0.529797]],
  "atomic_forces_ev_per_a": [[-0.080, -0.037, 0.012], [0.104, 0.176, -0.066], [-0.028, -0.243, 0.168], [0.131, 0.206, -0.258], [-0.039, 0.101, 0.032], [-0.047, -0.188, 0.051], [0.006, -0.071, 0.047], [0.044, 0.116, 0.301], [-0.161, 0.126, -0.228], [-0.042, 0.028, -0.047], [-0.024, -0.119, -0.066], [0.075, -0.102, -0.061], [0.050, -0.016, 0.092], [0.010, 0.022, 0.022]],
  "nbo_charge": [0.34, -0.76, 0.29, -0.83, 0.14, 0.42, 0.38, -0.41, -0.87, 0.17, 0.19, 0.19, 0.36, 0.39],
  "smiles": "[H]/N=C/N.CN",
  "gap_ev": 10.21,
  "multiplicity": 1,
  "total_charge": 0
}

---

Record 2
{
  "formula": "C2H9N3O",
  "method": "the ωB97M-V functional and the def2-TZVPD basis",
  "symbols": ["H", "N", "C", "N", "N", "C", "H", "H", "H", "H", "H", "H", "O", "H", "H"],
  "xyz": [[-1.159300, 0.770892, -1.684167], [-0.469700, 0.309597, -1.098017], [-1.034408, -0.050911, 0.002394], [-2.390925, -0.246770, 0.118181], [-0.335078, -0.172475, 1.188765], [1.106935, -0.228653, 1.301832], [-2.791336, -0.123374, 1.024795], [-2.969223, -0.484244, -0.659443], [-0.783842, 0.286513, 1.966654], [1.587101, -0.486470, 0.361492], [1.508747, 0.773141, 1.512589], [1.379868, -0.932839, 2.084398], [2.288713, 0.585715, -2.120290], [2.642700, -0.295612, -2.190021], [1.419752, 0.295485, -1.809164]],
  "atomic_forces_ev_per_a": [[-0.013, -0.759, -0.429], [0.313, -0.012, 0.376], [0.203, 1.036, -0.633], [0.376, 0.354, 0.764], [-0.363, -0.803, 0.169], [0.206, 1.079, -0.371], [-0.429, -0.328, 0.104], [0.015, 0.218, -0.186], [-0.126, -0.343, 0.015], [-0.293, -0.324, -0.028], [0.068, -0.244, 0.238], [0.108, 0.019, -0.032], [-0.159, -0.427, 0.140], [1.068, -0.398, -0.400], [-0.975, 0.932, 0.271]],
  "nbo_charge": [0.35, -0.84, 0.61, -0.84, -0.64, -0.41, 0.38, 0.41, 0.38, 0.23, 0.19, 0.20, -0.96, 0.45, 0.49],
  "smiles": "[H]/N=C(\\N)NC.O",
  "gap_ev": 9.59,
  "multiplicity": 1,
  "total_charge": 0
}

---

Repeat the first record exactly.
{
  "formula": "C2H9N3",
  "method": "the ωB97M-V functional and the def2-TZVPD basis",
  "symbols": ["H", "N", "C", "N", "H", "H", "H", "C", "N", "H", "H", "H", "H", "H"],
  "xyz": [[0.196112, 2.796016, 0.693627], [0.223656, 1.796782, 0.517162], [1.337691, 1.489916, -0.023496], [1.672230, 0.198391, -0.306451], [2.131819, 2.202904, -0.257277], [0.893599, -0.452536, -0.364683], [2.407915, 0.072873, -0.980416], [-1.891743, -2.193748, 0.077912], [-1.059864, -1.032783, -0.235276], [-2.862388, -1.942005, 0.517001], [-1.363368, -2.817225, 0.798852], [-2.074217, -2.773936, -0.821821], [-1.460980, -0.522118, -1.016756], [-1.048119, -0.365347, 0.529797]],
  "atomic_forces_ev_per_a": [[-0.080, -0.037, 0.012], [0.104, 0.176, -0.066], [-0.028, -0.243, 0.168], [0.131, 0.206, -0.258], [-0.039, 0.101, 0.032], [-0.047, -0.188, 0.051], [0.006, -0.071, 0.047], [0.044, 0.116, 0.301], [-0.161, 0.126, -0.228], [-0.042, 0.028, -0.047], [-0.024, -0.119, -0.066], [0.075, -0.102, -0.061], [0.050, -0.016, 0.092], [0.010, 0.022, 0.022]],
  "nbo_charge": [0.34, -0.76, 0.29, -0.83, 0.14, 0.42, 0.38, -0.41, -0.87, 0.17, 0.19, 0.19, 0.36, 0.39],
  "smiles": "[H]/N=C/N.CN",
  "gap_ev": 10.21,
  "multiplicity": 1,
  "total_charge": 0
}